(1)
{"formula": "C28H47Cl2N2PSTl", "method": "ωB97M-V/def2-TZVPD", "species": ["P", "C", "C", "C", "C", "C", "C", "C", "C", "C", "C", "C", "C", "C", "C", "C", "C", "C", "C", "H", "H", "H", "H", "H", "H", "H", "H", "H", "H", "H", "H", "H", "H", "H", "H", "H", "H", "H", "H", "H", "H", "H", "H", "H", "H", "H", "H", "H", "H", "H", "H", "H", "Tl", "Cl", "Cl", "C", "H", "C", "C", "C", "C", "C", "C", "H", "H", "H", "H", "H", "C", "N", "C", "S", "N", "C", "H", "H", "H", "H", "H", "H", "H", "H"], "coordinates": [[-0.13, 0.78, -1.13], [-1.78, 0.30, -1.90], [-2.30, 1.08, -3.12], [-3.75, 0.67, -3.40], [-3.92, -0.84, -3.61], [-3.29, -1.64, -2.46], [-1.84, -1.21, -2.19], [1.26, 0.18, -2.24], [1.23, 0.52, -3.73], [2.56, 0.11, -4.37], [2.92, -1.37, -4.14], [2.84, -1.75, -2.65], [1.50, -1.33, -2.03], [-0.07, 2.66, -1.22], [-1.21, 3.27, -0.38], [-1.19, 4.81, -0.39], [0.18, 5.39, -0.01], [1.34, 4.75, -0.78], [1.29, 3.22, -0.78], [-2.45, 0.50, -1.05], [-1.67, 0.86, -3.99], [-2.26, 2.17, -2.95], [-4.14, 1.21, -4.27], [-4.36, 0.96, -2.54], [-4.98, -1.09, -3.70], [-3.44, -1.14, -4.56], [-3.88, -1.47, -1.54], [-3.33, -2.71, -2.67], [-1.43, -1.77, -1.34], [-1.23, -1.43, -3.08], [2.12, 0.68, -1.77], [3.36, 0.73, -3.95], [1.07, 1.60, -3.89], [0.39, 0.00, -4.21], [2.53, 0.32, -5.45], [3.92, -1.57, -4.52], [2.23, -2.00, -4.71], [2.97, -2.84, -2.54], [3.65, -1.26, -2.10], [1.50, -1.56, -0.96], [0.68, -1.90, -2.50], [-0.24, 2.88, -2.29], [-2.20, 2.93, -0.71], [-1.11, 2.91, 0.66], [-1.47, 5.16, -1.39], [-1.95, 5.18, 0.30], [0.34, 5.24, 1.06], [0.17, 6.48, -0.19], [2.29, 5.08, -0.35], [1.32, 5.11, -1.82], [2.09, 2.84, -1.44], [1.52, 2.83, 0.22], [0.06, -0.25, 1.96], [2.33, 0.43, 0.92], [-2.22, 0.79, 1.71], [-0.47, -2.09, 0.97], [-1.55, -2.21, 0.75], [0.29, -3.27, 1.09], [1.72, -3.18, 1.17], [2.49, -4.34, 1.25], [1.88, -5.61, 1.23], [0.47, -5.71, 1.17], [-0.32, -4.58, 1.08], [2.20, -2.19, 1.13], [3.58, -4.27, 1.30], [0.00, -6.70, 1.17], [-1.41, -4.65, 0.98], [2.49, -6.52, 1.26], [-0.36, 1.56, 7.45], [0.35, 1.19, 6.23], [0.25, 0.00, 5.65], [1.22, -0.38, 4.29], [-0.49, -0.96, 6.34], [0.19, -1.56, 7.52], [-0.95, 0.70, 7.78], [-1.00, 2.43, 7.26], [0.39, 1.82, 8.21], [0.92, 1.89, 5.75], [-0.77, -1.71, 5.71], [-0.57, -1.93, 8.21], [0.80, -2.41, 7.21], [0.82, -0.82, 8.03]], "total_energy_ev": -82642.873, "total_charge": -1, "e_lumo_ev": [1.90, 1.90], "e_homo_ev": [-2.1935, -2.1941], "gap_ev": [4.097, 4.098], "spin_multiplicity": 1}

(2)
{"formula": "C14H16AsClO10PReS", "method": "ωB97M-V/def2-TZVPD", "species": ["Re", "O", "Cl", "O", "O", "O", "O", "As", "O", "O", "C", "C", "C", "C", "C", "C", "S", "O", "O", "O", "H", "H", "H", "H", "H", "C", "P", "C", "C", "C", "C", "C", "C", "C", "H", "H", "H", "H", "H", "H", "H", "H", "H", "H", "H"], "coordinates": [[1.26, 0.01, -1.41], [4.23, 2.09, -2.69], [3.47, 1.69, -1.60], [3.96, 2.08, -0.34], [3.29, 0.13, -1.61], [2.02, 2.03, -1.76], [-2.98, -0.68, -2.45], [-1.42, -1.41, -2.36], [-0.74, -1.73, -3.78], [-0.53, 0.04, -1.60], [-1.67, -2.69, -0.95], [-3.00, -3.06, -0.76], [-3.33, -4.08, 0.12], [-2.33, -4.75, 0.81], [-1.00, -4.39, 0.63], [-0.67, -3.36, -0.23], [1.06, -2.96, -0.24], [1.82, -4.12, -0.54], [1.35, -2.23, 0.96], [1.10, -1.98, -1.46], [-3.14, -0.39, -3.35], [-3.79, -2.56, -1.30], [-4.36, -4.36, 0.25], [-2.58, -5.57, 1.48], [-0.22, -4.91, 1.16], [2.18, 0.51, 2.00], [0.82, 0.76, 0.84], [-0.65, -0.02, 1.55], [0.46, 2.52, 0.76], [-0.73, 2.92, 0.15], [-1.02, 4.27, 0.03], [-0.12, 5.22, 0.52], [1.06, 4.82, 1.13], [1.35, 3.47, 1.24], [3.14, 0.81, 1.57], [2.22, -0.54, 2.26], [1.98, 1.12, 2.88], [-0.96, 0.61, 2.39], [-0.40, -1.02, 1.90], [-1.45, -0.06, 0.82], [-1.43, 2.20, -0.24], [-1.94, 4.58, -0.43], [-0.36, 6.27, 0.43], [1.75, 5.55, 1.51], [2.28, 3.17, 1.71]], "total_energy_ev": -130852.877, "total_charge": 1, "e_lumo_ev": [-5.44, -5.15], "e_homo_ev": [-12.8162, -12.8157], "s_squared": 0.798, "de_lowest_ev": 0.000, "gap_ev": [7.374, 7.664], "spin_multiplicity": 2}

(3)
{"formula": "C6H9N", "method": "ωB97M-V/def2-TZVPD", "species": ["C", "C", "C", "C", "C", "N", "C", "H", "H", "H", "H", "H", "H", "H", "H", "H"], "coordinates": [[1.60, -0.67, 0.93], [0.46, -0.20, 0.07], [0.57, 0.71, -1.11], [-0.28, 1.12, 0.08], [-1.64, 0.36, 0.22], [-1.92, -0.50, -0.89], [-0.92, -0.92, 0.08], [1.25, -0.93, 1.94], [2.36, 0.11, 1.04], [2.08, -1.56, 0.51], [1.51, 1.26, -1.17], [0.17, 0.44, -2.08], [-0.05, 2.02, 0.65], [-2.46, 0.64, 0.87], [-1.62, -0.05, -1.75], [-1.11, -1.84, 0.63]], "total_energy_ev": -7854.609, "total_charge": 0, "e_lumo_ev": 1.09, "e_homo_ev": -8.5641, "de_lowest_ev": 3.550, "gap_ev": 9.651, "spin_multiplicity": 1}

(4)
{"formula": "C14H29N2O2P", "method": "ωB97M-V/def2-TZVPD", "species": ["O", "P", "O", "H", "C", "N", "C", "C", "C", "C", "C", "C", "H", "H", "H", "H", "H", "H", "H", "H", "H", "H", "H", "H", "H", "H", "C", "N", "C", "C", "C", "H", "C", "C", "H", "H", "C", "H", "H", "H", "H", "H", "H", "H", "H", "H", "H", "H"], "coordinates": [[-1.63, -2.22, -1.56], [-1.63, -2.19, -0.18], [-2.30, -3.46, 0.35], [-2.56, -4.15, -0.41], [-2.85, -1.06, 0.40], [-2.35, 0.31, 0.32], [-2.59, 1.26, 1.47], [-1.75, 2.70, 0.91], [-0.47, 2.47, 0.20], [-0.55, 2.44, -1.23], [-1.32, 1.43, -1.77], [-2.67, 0.97, -1.19], [-3.01, -0.12, -1.76], [-3.24, 1.81, -1.04], [-0.61, 0.36, -1.81], [-1.53, 1.35, -2.73], [0.43, 2.43, -1.65], [-1.21, 3.31, -1.41], [0.10, 1.58, 0.52], [0.27, 3.26, 0.70], [-2.39, 3.37, 0.37], [-1.65, 3.25, 2.15], [-2.15, 1.06, 2.29], [-3.64, 1.67, 1.62], [-2.90, -0.89, 1.39], [-3.82, -0.99, 0.16], [-0.21, -2.35, 0.82], [0.80, -1.03, 0.40], [1.34, -1.63, -0.70], [2.17, -0.47, -1.41], [3.63, -0.18, -1.17], [4.17, -1.06, -1.80], [3.94, -0.42, 0.40], [2.77, -0.07, 1.26], [2.33, 0.90, 0.88], [3.26, 0.50, 2.29], [1.72, -0.96, 1.37], [1.09, -0.60, 2.65], [2.15, -1.88, 1.86], [4.72, 0.19, 0.70], [4.16, -1.59, 0.76], [3.82, 0.76, -1.21], [1.51, 0.44, -1.19], [2.02, -0.69, -2.54], [0.52, -1.88, -1.54], [2.27, -2.50, -0.65], [0.25, -3.31, 0.83], [-0.41, -2.13, 1.89]], "total_energy_ev": -31340.248, "total_charge": 0, "e_lumo_ev": 0.68, "e_homo_ev": -8.0969, "de_lowest_ev": 13.942, "gap_ev": 8.779, "spin_multiplicity": 1}

(5)
{"formula": "C27H55Br4N6O16", "method": "ωB97M-V/def2-TZVPD", "species": ["C", "C", "N", "C", "C", "C", "C", "C", "O", "C", "H", "H", "H", "H", "H", "H", "H", "H", "H", "H", "H", "H", "H", "H", "H", "H", "H", "H", "H", "H", "C", "C", "C", "O", "C", "C", "C", "O", "O", "O", "H", "H", "C", "N", "O", "O", "H", "H", "H", "C", "N", "O", "O", "H", "H", "H", "C", "N", "O", "O", "H", "H", "H", "C", "N", "O", "O", "H", "H", "H", "C", "N", "O", "O", "H", "H", "H", "Br", "C", "C", "Br", "H", "H", "H", "H", "Br", "C", "C", "Br", "H", "H", "H", "H", "C", "C", "O", "C", "C", "H", "H", "H", "H", "H", "H", "H", "H", "H", "H"], "coordinates": [[15.85, 9.12, -20.97], [14.59, 8.17, -21.20], [14.43, 7.56, -22.65], [12.92, 7.15, -22.76], [14.75, 8.54, -23.87], [14.04, 9.96, -23.82], [15.25, 6.24, -22.84], [16.73, 6.18, -22.32], [17.48, 7.12, -23.08], [18.85, 7.25, -22.71], [16.75, 8.51, -20.91], [15.63, 9.84, -20.17], [16.20, 9.56, -21.90], [13.67, 8.73, -21.07], [14.52, 7.35, -20.50], [12.87, 6.45, -21.93], [13.00, 6.70, -23.76], [12.30, 8.04, -22.68], [14.42, 8.08, -24.80], [15.82, 8.73, -23.96], [12.99, 9.83, -24.08], [14.72, 10.54, -24.43], [14.06, 10.38, -22.82], [15.19, 6.02, -23.91], [14.68, 5.45, -22.35], [16.93, 5.12, -22.47], [16.81, 6.41, -21.26], [18.92, 8.09, -22.02], [19.41, 7.41, -23.63], [19.21, 6.37, -22.17], [11.22, -0.05, -18.36], [12.52, 0.13, -18.84], [13.41, 1.25, -18.47], [14.72, 1.29, -18.61], [12.86, 2.30, -17.81], [11.47, 2.30, -17.39], [10.63, 0.98, -17.53], [9.51, 1.01, -16.96], [10.88, 3.32, -16.96], [12.99, -0.84, -19.58], [10.74, -0.99, -18.57], [13.52, 2.99, -17.31], [8.21, 11.75, -29.33], [8.29, 11.08, -27.96], [8.94, 10.04, -27.93], [7.80, 11.71, -27.05], [7.46, 12.53, -29.17], [7.83, 11.07, -30.10], [9.18, 12.22, -29.44], [7.97, 16.80, -21.22], [9.12, 15.96, -20.81], [8.94, 15.28, -19.86], [10.09, 15.96, -21.60], [8.08, 17.72, -20.65], [7.06, 16.26, -20.98], [7.79, 17.00, -22.28], [19.82, 3.57, -28.48], [18.44, 3.61, -27.95], [17.85, 4.70, -27.84], [17.94, 2.52, -27.69], [20.35, 3.80, -27.55], [19.92, 4.28, -29.31], [20.16, 2.57, -28.75], [15.48, 15.78, -18.91], [16.72, 15.88, -18.09], [17.73, 15.52, -18.66], [16.64, 16.18, -16.89], [14.73, 16.41, -18.44], [15.16, 14.74, -18.93], [15.72, 16.12, -19.92], [20.11, 14.73, -26.61], [19.97, 13.79, -25.52], [19.78, 14.38, -24.42], [20.03, 12.58, -25.62], [20.81, 15.54, -26.41], [19.16, 15.25, -26.74], [20.36, 14.42, -27.62], [15.07, 13.61, -29.76], [15.65, 12.59, -31.33], [14.42, 11.97, -31.93], [13.93, 10.40, -30.79], [16.28, 11.81, -30.90], [16.27, 13.24, -31.96], [14.80, 11.52, -32.85], [13.55, 12.61, -32.13], [18.85, 11.64, -12.51], [17.85, 10.08, -13.21], [18.57, 9.43, -14.29], [17.48, 7.97, -15.01], [16.90, 10.51, -13.51], [17.64, 9.49, -12.32], [19.48, 8.98, -13.87], [18.73, 10.18, -15.05], [23.90, 11.53, -18.57], [23.33, 11.39, -17.10], [24.45, 11.73, -16.28], [24.09, 11.89, -14.86], [25.46, 11.59, -14.17], [23.10, 11.75, -19.28], [24.53, 12.41, -18.51], [24.46, 10.67, -18.93], [22.61, 12.16, -16.83], [22.99, 10.41, -16.76], [23.85, 12.96, -14.80], [23.31, 11.30, -14.39], [25.78, 10.55, -14.26], [25.39, 12.01, -13.17], [26.27, 12.12, -14.66]], "total_energy_ev": -350738.301, "total_charge": -1, "e_lumo_ev": 0.20, "e_homo_ev": -1.2013, "gap_ev": 1.401, "spin_multiplicity": 1}

(6)
{"formula": "C6H15NO", "method": "ωB97M-V/def2-TZVPD", "species": ["C", "C", "C", "C", "C", "C", "N", "O", "H", "H", "H", "H", "H", "H", "H", "H", "H", "H", "H", "H", "H", "H", "H"], "coordinates": [[-1.07, 0.28, -0.70], [0.13, -0.47, -0.65], [0.24, -0.09, 1.31], [-1.12, 1.78, -0.75], [1.40, -0.07, -1.35], [-0.34, -1.31, 1.98], [1.60, 0.10, 1.70], [-1.25, -0.23, -2.51], [-1.63, -1.12, -2.56], [-1.97, -0.19, -0.32], [-0.03, -1.55, -0.70], [-0.30, 0.79, 1.66], [1.79, 1.05, 1.97], [2.19, -0.69, 1.46], [-0.13, 2.24, -0.75], [-1.66, 2.10, -1.64], [-1.67, 2.17, 0.12], [1.99, 0.75, -0.93], [2.07, -0.93, -1.42], [1.27, 0.27, -2.37], [-1.42, -1.37, 1.81], [0.11, -2.23, 1.59], [-0.20, -1.27, 3.07]], "total_energy_ev": -9999.420, "total_charge": 0, "e_lumo_ev": 0.85, "e_homo_ev": -7.6362, "de_lowest_ev": 4.337, "gap_ev": 8.487, "spin_multiplicity": 1}